(1)
9
Properties=species:S:1:pos:R:3:forces:R:3 method="wB97M-V/def2-TZVPD" spin_multiplicity=1 gap_ev=8.80 smiles=P1[C@@H]2[C@H]3PC123 de_lowest_kj_mol=329.01
C 0.71366 -0.74273 0.34948 -0.24 1.37 -5.37
C -0.31359 -0.55199 -0.78830 0.91 1.20 1.75
C 0.16884 0.83857 -0.47445 0.88 -2.07 2.19
P 1.97139 0.43013 -0.01063 0.23 0.15 0.82
P -1.53170 0.43671 0.20252 0.63 0.58 -0.35
H 0.42200 -0.88002 1.29957 -1.34 -0.49 3.23
H -0.40235 -0.91348 -1.76920 0.09 -0.92 -0.94
H 2.18386 0.70790 1.45305 -0.16 0.25 -1.18
H -1.91289 1.28750 -0.85306 -0.99 -0.07 -0.15

(2)
6
Properties=species:S:1:pos:R:3:forces:R:3 method="wB97M-V/def2-TZVPD" spin_multiplicity=1 gap_ev=10.90 smiles="[O-][N+]1=NO1.N#N" de_lowest_kj_mol=129.58
N -1.25225 1.55083 -1.14965 2.60 0.13 -1.34
N 0.17915 -0.63960 -0.29287 0.10 0.45 1.39
N -0.24831 1.53182 -1.62111 -2.79 0.42 1.08
N 0.39835 -0.64625 0.92291 0.17 -0.57 -0.45
O 0.48897 -0.17976 2.01344 -0.25 -0.07 -1.20
O 0.64159 -1.95033 0.42162 0.17 -0.36 0.51

(3)
71
Properties=species:S:1:pos:R:3:forces:R:3 method="wB97M-V/def2-TZVPD" spin_multiplicity=1 gap_ev=9.58 smiles="CCOS(C)(=O)=O.ClCCCl.ClCCCl.ClCCCl.ClCCCl.ClCCCl.ClCCCl.ClCCCl"
Cl 8.69138 13.87899 9.35676 0.13 -0.07 1.17
C 8.52274 13.22802 7.72174 0.30 0.87 0.15
C 9.48859 14.02542 6.84744 -1.17 0.00 -0.93
Cl 11.16951 13.70429 7.19906 0.59 -0.44 0.02
H 7.46646 13.42203 7.53538 0.23 -0.15 -0.72
H 8.74266 12.16044 7.72430 0.01 0.16 -0.03
H 9.39627 15.11033 6.89800 -0.44 -0.14 0.44
H 9.25645 13.78280 5.81046 0.38 -0.23 -0.11
Cl 12.58730 17.25306 7.87328 -0.18 0.25 0.33
C 11.59725 16.67409 9.25166 0.35 -1.08 0.35
C 11.87704 17.33587 10.58218 0.47 0.96 -0.46
Cl 13.60228 17.24667 11.02228 0.34 0.03 -0.11
H 11.88086 15.62644 9.35220 -0.43 -0.10 -0.26
H 10.55416 16.80667 8.96445 0.07 -0.18 0.14
H 11.42920 16.89945 11.47496 -0.75 0.03 -0.60
H 11.60767 18.38098 10.42956 0.10 0.11 0.67
Cl 12.34755 17.73401 17.00538 0.47 0.10 -0.53
C 12.85285 17.52713 15.28614 -0.93 -0.05 -1.05
C 13.53019 18.74733 14.58170 1.30 -1.10 1.46
Cl 12.88345 20.28867 15.11796 -0.60 0.54 -0.27
H 11.94215 17.25284 14.75368 -0.27 0.47 0.09
H 13.37508 16.57174 15.23524 0.77 0.68 0.07
H 13.61914 18.68532 13.49712 -0.77 -0.20 0.08
H 14.56992 18.80428 14.90392 0.03 -0.23 0.13
Cl 14.38035 13.31545 11.12632 -0.35 -0.25 -0.33
C 12.93798 12.60138 10.34718 -0.20 -1.42 -0.71
C 13.26776 11.57194 9.19656 -0.21 1.73 0.34
Cl 14.02108 10.10054 9.73280 0.57 -0.69 0.62
H 12.30947 13.40163 9.95644 0.21 0.02 -0.13
H 12.36161 12.06168 11.09858 0.15 0.13 0.22
H 13.94503 12.06427 8.49868 -0.10 -0.11 -0.10
H 12.37477 11.22933 8.67377 -0.15 0.56 0.12
Cl 12.40429 14.22316 14.60254 -0.97 -0.66 -0.64
C 10.89785 13.53173 13.78902 0.63 0.00 0.11
C 10.42294 14.41745 12.64438 -0.39 0.37 1.89
Cl 9.70321 15.92630 13.41292 0.39 -0.32 -0.66
H 10.19198 13.38745 14.60696 -0.19 0.32 -0.28
H 11.13907 12.53771 13.41240 0.28 0.17 0.00
H 9.56856 13.96448 12.14144 0.40 -0.07 -0.26
H 11.27806 14.68127 12.02206 -0.34 0.09 -0.20
Cl 16.26868 16.46425 13.80206 0.52 -0.21 -0.13
C 16.02363 14.69073 13.95786 -0.75 -0.09 0.18
C 16.22399 14.22326 15.39420 0.85 -0.29 -0.37
Cl 15.12111 15.05043 16.47652 -0.22 0.05 0.58
H 16.62696 14.11446 13.25644 0.31 0.36 0.08
H 14.98682 14.60872 13.63170 0.06 -0.45 0.27
H 17.24796 14.37292 15.73654 0.00 0.64 -0.09
H 16.13880 13.14637 15.53966 -0.69 -0.05 -0.45
Cl 12.16978 10.35830 14.04906 0.10 0.00 0.42
C 11.59285 10.38913 15.76976 0.14 -0.79 -0.46
C 12.32011 9.26862 16.58185 -0.48 1.79 -0.14
Cl 13.80686 9.92246 17.30830 0.44 0.21 0.16
H 10.51371 10.25043 15.70416 0.10 -0.45 0.02
H 11.71341 11.39938 16.16086 0.54 -0.19 0.07
H 12.68452 8.43721 15.97848 -0.79 -0.03 0.11
H 11.66911 9.06217 17.43136 0.11 -0.66 -0.23
O 6.79326 11.99376 14.61704 1.50 -1.84 -2.24
S 7.40118 10.96766 13.74804 -0.49 0.41 2.01
O 8.78096 10.51490 14.01806 -2.40 1.00 -1.03
O 6.39847 9.71137 13.93962 -0.62 3.35 0.20
C 6.63582 8.56783 13.22216 2.31 -2.07 -0.07
C 7.25522 7.66130 14.24074 0.15 -1.75 0.92
C 7.13201 11.30193 11.96010 0.47 0.39 0.67
H 7.45521 8.65991 12.50926 -0.34 0.56 -0.64
H 5.74932 8.15936 12.73702 -0.09 0.29 0.17
H 6.53685 7.43710 15.02926 -0.15 -0.44 -0.15
H 8.10196 8.06010 14.79938 -0.02 0.77 -0.47
H 7.68433 6.76289 13.79710 -0.49 -0.35 -0.04
H 7.68199 10.56176 11.37892 -0.06 0.10 0.13
H 7.51004 12.30282 11.75178 0.23 -0.09 0.12
H 6.07132 11.31818 11.70954 0.02 -0.27 0.41

(4)
14
Properties=species:S:1:pos:R:3:forces:R:3 method="wB97M-V/def2-TZVPD" spin_multiplicity=1 gap_ev="2.47 / 2.43" de_lowest_kj_mol=277.85 charge=-1
O -1.15714 -0.74488 0.13878 0.09 -0.51 0.04
H -4.63110 -1.64112 -1.44976 0.03 0.00 0.04
O -1.99364 1.31292 -0.12890 -0.12 0.53 -0.07
O -2.98974 -0.43724 -1.25102 -0.67 -0.44 -0.63
C -3.68196 -1.59999 -0.89478 0.32 0.24 -0.11
C -3.89376 -1.46687 0.63562 0.29 0.28 0.14
O -3.26876 -0.25975 0.96984 -0.83 -0.35 0.51
C -2.24011 0.01676 -0.05728 2.63 0.95 0.24
H -3.10328 -2.50977 -1.13525 -0.04 0.08 0.08
H -3.44626 -2.32175 1.17321 -0.02 0.05 -0.10
H -4.95823 -1.41052 0.90950 0.04 -0.01 -0.03
Rb 1.36467 1.81133 0.21799 -1.68 -0.87 -0.13
C 4.23126 -1.09441 0.15568 0.19 -0.06 0.00
O 5.10750 -1.80125 0.15060 -0.23 0.11 0.00